(1)
Density functional theory data (ωB97M-V/def2-TZVPD) for a structure of composition C27H47BrInO7P3Si in a non-equilibrium geometry.

```
87
Properties=species:S:1:pos:R:3
In 1.16 -1.46 0.25
C 3.35 -4.89 -2.61
C 2.65 -4.26 -1.43
O 2.36 -5.19 -0.39
P 0.94 -3.74 -1.77
O 0.20 -4.97 -2.40
O 0.79 -2.64 -2.89
O 0.24 -3.27 -0.53
P 3.64 -2.82 -0.79
O 3.52 -3.01 0.83
O 5.03 -2.80 -1.22
O 2.74 -1.60 -1.04
H 2.82 -5.77 -2.96
H 4.36 -5.17 -2.31
H 3.45 -4.17 -3.42
H 3.10 -5.80 -0.30
H 0.05 -5.71 -1.81
H 0.80 -2.97 -3.79
H 4.37 -3.33 1.15
C 0.83 -3.95 2.64
P 0.93 -2.14 2.70
C 2.40 -1.68 3.63
C 3.39 -0.88 3.07
C 4.54 -0.61 3.79
C 4.70 -1.14 5.06
C 3.71 -1.92 5.63
C 2.56 -2.20 4.91
C -0.56 -1.53 3.52
C -1.81 -2.06 3.18
C -2.93 -1.66 3.88
C -2.83 -0.73 4.90
C -1.60 -0.17 5.21
C -0.46 -0.56 4.52
H 0.63 -4.34 3.64
H 1.78 -4.33 2.27
H 0.03 -4.26 1.96
H 3.26 -0.47 2.08
H 5.31 0.01 3.36
H 5.60 -0.94 5.61
H 3.82 -2.31 6.63
H 1.78 -2.80 5.36
H -1.89 -2.79 2.39
H -3.89 -2.09 3.63
H -3.70 -0.45 5.47
H -1.51 0.56 6.00
H 0.50 -0.14 4.76
C -3.34 2.94 -4.23
C -2.60 1.87 -3.41
C -1.69 1.07 -4.36
C -3.64 0.88 -2.86
Si -1.61 2.74 -1.96
Br -0.12 0.21 -1.00
C -2.54 3.07 -0.25
C -3.26 1.83 0.30
C -3.58 4.18 -0.46
C -1.55 3.53 0.83
C 0.00 3.80 -2.38
C -0.43 5.26 -2.60
C 1.06 3.76 -1.27
C 0.68 3.29 -3.66
H -3.92 2.46 -5.01
H -2.65 3.63 -4.70
H -4.02 3.52 -3.61
H -2.31 0.53 -5.06
H -1.09 0.36 -3.80
H -1.04 1.72 -4.93
H -4.09 0.33 -3.69
H -4.45 1.39 -2.35
H -3.19 0.16 -2.19
H -4.10 1.54 -0.31
H -3.64 2.06 1.29
H -2.58 0.99 0.38
H -4.35 3.87 -1.17
H -3.12 5.09 -0.83
H -4.07 4.40 0.49
H -0.74 2.81 0.95
H -2.07 3.62 1.78
H -1.13 4.50 0.60
H -0.84 5.70 -1.69
H -1.16 5.35 -3.39
H 0.45 5.84 -2.88
H 0.72 4.23 -0.36
H 1.94 4.30 -1.61
H 1.35 2.73 -1.05
H 0.06 3.45 -4.53
H 0.93 2.23 -3.58
H 1.60 3.84 -3.81
```

## Properties
- total charge = +2
- HOMO energy (eV) = -14.532
- multiplicity = 1
- orbital gap (eV) = 8.303
- LUMO level (eV) = -6.23

(2)
Density functional theory data (ωB97M-V/def2-TZVPD) for the ion C5H14IN2S with charge +1 in a non-equilibrium geometry.

```
23
Properties=species:S:1:pos:R:3
C -1.49 3.09 0.72
C -1.45 1.75 -0.05
S -1.01 0.41 1.04
C 0.52 -0.30 0.25
I 2.20 1.23 0.73
N 0.47 -0.56 -1.12
C -0.64 -1.35 -1.75
N 0.92 -1.44 1.12
C 2.04 -2.19 0.49
H -2.26 3.18 1.45
H -0.53 3.29 1.35
H -1.63 3.99 0.17
H -0.62 1.64 -0.73
H -2.51 1.66 -0.42
H 0.74 0.20 -1.69
H -0.43 -2.41 -1.63
H -1.57 -1.13 -1.11
H -0.61 -1.09 -2.78
H 0.12 -2.17 1.12
H 0.94 -1.06 2.13
H 2.92 -1.50 0.56
H 2.02 -3.14 0.83
H 1.84 -2.10 -0.66
```

## Properties
- total charge = +1
- HOMO energy (eV) = -12.619
- multiplicity = 1
- orbital gap (eV) = 8.254
- SMILES = CCS[C@](I)(NC)[NH2+]C
- LUMO level (eV) = -4.36

(3)
Density functional theory data (ωB97M-V/def2-TZVPD) for a structure of composition C22H13Cl2F2IrN2O8 in a non-equilibrium geometry.

```
50
Properties=species:S:1:pos:R:3
Ir 0.83 -0.46 0.61
O 4.78 1.08 0.43
C 3.58 0.86 0.56
O 2.89 0.00 -0.04
C 2.78 1.77 1.52
C 3.42 2.73 2.32
C 2.65 3.58 3.06
C 1.24 3.51 2.97
C 0.38 4.42 3.60
C -0.98 4.34 3.43
C -1.53 3.32 2.64
C -0.72 2.39 2.03
C 0.68 2.47 2.17
N 1.48 1.61 1.50
H 4.50 2.77 2.30
H 3.11 4.33 3.71
H 0.81 5.20 4.21
H -1.63 5.07 3.88
H -2.59 3.26 2.49
H -1.14 1.62 1.40
Cl 0.14 -5.44 -0.25
C 0.56 -4.27 0.97
Cl 0.64 -5.02 2.56
C 2.03 -3.62 0.70
O 2.83 -4.37 0.20
O 2.09 -2.45 1.11
H -0.20 -3.47 0.98
F -1.27 -0.50 2.94
C 0.06 -0.82 2.78
F 0.70 -0.09 3.75
H 0.16 -1.88 3.08
O -2.52 1.44 -0.77
C -1.51 0.90 -1.20
O -0.33 1.00 -0.77
C -1.68 0.06 -2.48
C -2.20 0.70 -3.59
C -2.44 0.03 -4.79
C -2.14 -1.31 -4.82
O -2.31 -2.22 -5.84
C -1.74 -3.42 -5.37
O -1.43 -3.29 -4.00
C -1.62 -1.96 -3.70
C -1.37 -1.31 -2.50
H -2.44 1.75 -3.52
H -2.87 0.53 -5.64
H -0.81 -3.63 -5.93
H -2.44 -4.25 -5.51
H -0.90 -3.17 -1.59
N -0.62 -1.69 -0.21
C -0.91 -2.09 -1.36
```

## Properties
- total charge = -1
- HOMO energy (spin up / spin down) (eV) = -5.866 / -5.927
- expectation value of S² = 1.167
- multiplicity = 2
- orbital gap (spin up / spin down) (eV) = 7.188 / 6.688
- LUMO level (spin up / spin down) (eV) = 1.32 / 0.76

(4)
Density functional theory data (ωB97M-V/def2-TZVPD) for a cluster of 5 separate species, C15H15F5O15 in total in a non-equilibrium geometry.

```
50
Properties=species:S:1:pos:R:3
O -10.57 24.61 -10.50
C -9.91 24.24 -9.58
O -9.32 23.02 -9.48
C -8.27 23.17 -8.52
C -8.91 24.16 -7.57
F -7.99 24.94 -6.97
O -9.67 24.96 -8.45
H -7.97 22.21 -8.10
H -7.38 23.58 -8.99
H -9.54 23.69 -6.82
O -12.53 18.10 -9.25
C -11.52 18.18 -9.86
O -11.03 19.31 -10.42
C -9.84 19.02 -11.15
C -9.54 17.56 -10.79
F -8.47 17.50 -9.92
O -10.67 17.14 -10.10
H -10.06 19.14 -12.21
H -9.04 19.67 -10.82
H -9.31 16.90 -11.61
O -4.84 17.38 -9.53
C -4.11 18.00 -10.22
O -3.96 19.34 -10.19
C -3.25 19.75 -11.35
C -2.54 18.48 -11.79
F -1.27 18.44 -11.35
O -3.29 17.47 -11.16
H -3.92 20.11 -12.13
H -2.58 20.57 -11.09
H -2.60 18.28 -12.86
O -0.65 19.29 -1.76
C -1.52 19.72 -2.43
O -2.50 18.98 -3.00
C -3.42 19.84 -3.68
C -2.68 21.16 -3.74
F -3.48 22.21 -3.40
O -1.68 21.03 -2.75
H -3.58 19.42 -4.67
H -4.38 19.88 -3.17
H -2.23 21.40 -4.70
O -6.85 21.45 -5.17
C -6.76 20.44 -5.77
O -7.21 20.25 -7.03
C -6.80 18.95 -7.48
C -6.64 18.26 -6.13
F -5.77 17.24 -6.12
O -6.10 19.32 -5.36
H -7.59 18.54 -8.10
H -5.81 18.94 -7.95
H -7.59 17.92 -5.70
```

## Properties
- HOMO energy (eV) = -11.384
- multiplicity = 1
- orbital gap (eV) = 11.122
- SMILES = O=C1OC[C@@H](F)O1.O=C1OC[C@@H](F)O1.O=C1OC[C@@H](F)O1.O=C1OC[C@@H](F)O1.O=C1OC[C@@H](F)O1
- LUMO level (eV) = -0.26

(5)
Density functional theory data (ωB97M-V/def2-TZVPD) for a cluster of 2 separate species, C17H14N4O5S in total in a non-equilibrium geometry.

```
41
Properties=species:S:1:pos:R:3
N -4.04 -0.97 2.29
C -2.96 -0.52 2.20
C -1.65 0.08 2.12
C -0.51 -0.71 1.74
C 0.76 -0.08 1.83
N 1.96 -0.59 1.36
O 2.32 -1.69 0.98
O 2.83 0.54 1.30
N 2.16 1.71 1.63
C 0.93 1.29 2.03
C -0.25 2.10 2.29
N -0.26 3.54 2.11
O 0.79 4.16 1.83
O -1.37 4.10 2.22
C -1.50 1.45 2.38
H -0.48 -1.79 1.84
H -2.39 2.06 2.58
C -2.45 -2.47 -2.13
S -2.21 -1.69 -0.48
C -2.08 -3.26 0.43
C -0.52 -1.16 -0.30
C -0.35 0.19 -0.88
C 0.99 0.63 -1.43
C 1.91 -0.25 -2.03
C 3.11 0.24 -2.55
C 3.39 1.61 -2.52
C 2.48 2.49 -1.92
C 1.28 2.00 -1.40
O -1.32 0.97 -0.88
H -3.39 -3.03 -2.03
H -2.58 -1.68 -2.88
H -1.64 -3.15 -2.39
H -3.09 -3.65 0.41
H -1.37 -3.93 -0.07
H -1.78 -3.05 1.46
H 0.23 -1.96 -0.43
H 1.69 -1.32 -2.05
H 3.84 -0.44 -2.96
H 4.31 2.01 -2.94
H 2.68 3.56 -1.83
H 0.56 2.68 -0.92
```

## Properties
- HOMO energy (eV) = -7.838
- multiplicity = 1
- orbital gap (eV) = 6.646
- LUMO level (eV) = -1.19

(6)
Density functional theory data (ωB97M-V/def2-TZVPD) for a structure of composition C11H27FInNO4S3 in a non-equilibrium geometry.

```
48
Properties=species:S:1:pos:R:3
In 6.67 -30.87 19.94
F 6.15 -28.73 21.87
C 2.13 -28.11 22.30
O 3.38 -27.66 22.80
H 1.33 -27.39 22.45
H 2.16 -28.40 21.25
H 1.71 -28.95 22.85
H 4.13 -28.20 22.54
N 6.64 -27.84 24.69
C 7.82 -27.50 25.31
C 7.52 -27.16 26.65
C 6.13 -27.14 26.75
C 5.66 -27.51 25.51
H 6.59 -28.12 23.72
H 8.79 -27.56 24.85
H 8.23 -26.87 27.41
H 5.61 -26.59 27.51
H 4.63 -27.59 25.22
C 10.11 -26.73 18.47
S 8.31 -26.94 18.91
O 8.00 -28.46 19.04
C 8.43 -26.27 20.57
H 10.68 -27.46 19.06
H 10.49 -25.72 18.56
H 10.15 -27.25 17.51
H 7.47 -26.44 21.05
H 8.74 -25.24 20.37
H 9.12 -26.95 21.08
C 4.14 -33.46 23.45
S 4.96 -31.85 23.44
O 4.83 -31.36 22.01
C 3.70 -30.91 24.39
H 3.31 -33.42 22.74
H 3.76 -33.55 24.47
H 4.89 -34.22 23.24
H 3.67 -29.92 23.95
H 4.04 -30.67 25.40
H 2.70 -31.33 24.37
C 3.38 -27.31 17.12
S 3.75 -27.87 18.83
O 4.68 -29.06 18.90
C 4.75 -26.41 19.12
H 2.69 -28.03 16.67
H 4.19 -27.42 16.40
H 2.86 -26.35 17.16
H 4.15 -25.57 19.47
H 5.18 -26.07 18.18
H 5.53 -26.65 19.84
```

## Properties
- total charge = +2
- HOMO energy (eV) = -13.962
- multiplicity = 1
- orbital gap (eV) = 2.174
- LUMO level (eV) = -11.79

(7)
Density functional theory data (ωB97M-V/def2-TZVPD) for a cluster of 2 separate species, C2H4I2O in total in a non-equilibrium geometry.

```
9
Properties=species:S:1:pos:R:3
C 1.04 0.40 1.23
C -1.26 0.45 -1.54
O 1.31 0.74 0.11
I -0.07 -1.08 -1.73
I 0.13 -2.61 0.79
H -0.07 0.62 1.65
H 1.84 -0.15 1.90
H -0.68 1.31 -1.22
H -2.24 0.32 -1.19
```

## Properties
- HOMO energy (spin up / spin down) (eV) = -7.655 / -9.291
- expectation value of S² = 2.008
- multiplicity = 3
- orbital gap (spin up / spin down) (eV) = 8.182 / 6.659
- LUMO level (spin up / spin down) (eV) = 0.53 / -2.63

(8)
Density functional theory data (ωB97M-V/def2-TZVPD) for a cluster of 2 separate species, C7H7NO4 in total in a non-equilibrium geometry.

```
19
Properties=species:S:1:pos:R:3
C 1.93 -0.41 0.06
C 0.45 -0.22 -0.02
C -0.30 -1.41 -0.10
C -1.81 -1.41 0.06
C -2.40 -0.13 -0.03
C -1.68 0.96 0.00
C -0.25 1.06 -0.12
H 4.00 -0.99 0.61
H 2.72 1.58 -0.22
H 0.17 -2.34 -0.40
H -2.31 -2.33 -0.11
H -4.12 -0.88 0.33
H -2.24 1.90 0.02
H -0.22 3.03 -0.19
N 2.77 0.63 0.16
O 4.13 0.17 -0.17
O 2.47 -1.56 0.04
O -3.78 0.07 0.00
O 0.48 2.29 0.06
```

## Properties
- HOMO energy (eV) = -9.018
- multiplicity = 1
- orbital gap (eV) = 9.369
- LUMO level (eV) = 0.35

(9)
Density functional theory data (ωB97M-V/def2-TZVPD) for the ion C3H7O with charge -1.

```
11
Properties=species:S:1:pos:R:3
C 0.86 -1.01 0.04
C -0.07 0.08 0.58
C -0.82 0.94 -0.48
O -1.45 1.98 0.06
H 1.26 -0.77 -0.95
H 1.74 -1.17 0.68
H 0.39 -1.99 -0.04
H 0.47 0.82 1.18
H -0.83 -0.36 1.22
H -1.51 0.26 -1.04
H -0.04 1.23 -1.24
```

## Properties
- total charge = -1
- HOMO energy (eV) = -1.948
- multiplicity = 1
- orbital gap (eV) = 6.424
- SMILES = CCC[O-]
- LUMO level (eV) = 4.48

(10)
Density functional theory data (ωB97M-V/def2-TZVPD) for a cluster of 2 separate species, C9H11IN2 in total in a non-equilibrium geometry.

```
23
Properties=species:S:1:pos:R:3
C -0.96 1.31 0.30
C -0.08 0.36 -0.12
C 1.37 0.34 -0.29
C -0.53 -0.98 -0.41
C 2.36 1.22 -0.17
C -2.45 0.88 0.60
C -1.87 -1.36 -0.20
C -2.69 -0.60 0.79
C 4.38 0.67 -0.82
N 0.48 -1.75 -0.70
N 1.59 -1.01 -0.72
I 2.22 3.16 0.39
H -0.70 2.38 0.36
H -2.92 1.47 1.41
H -3.14 1.17 -0.25
H -2.43 -1.14 -1.19
H -1.90 -2.33 0.06
H -2.52 -0.96 1.70
H -3.66 -0.92 0.47
H 4.98 1.53 -0.42
H 4.49 -0.33 -0.25
H 4.32 0.82 -1.92
H 2.52 -1.39 -0.49
```

## Properties
- HOMO energy (spin up / spin down) (eV) = -7.208 / -7.208
- multiplicity = 1
- orbital gap (spin up / spin down) (eV) = 7.415 / 7.416
- LUMO level (spin up / spin down) (eV) = 0.21 / 0.21

(11)
Density functional theory data (ωB97M-V/def2-TZVPD) for a cluster of 10 separate species, C9H38N18O10 in total in a non-equilibrium geometry.

```
75
Properties=species:S:1:pos:R:3
N -0.15 -0.14 0.30
C 0.12 0.46 1.36
N 1.27 0.13 1.85
O -0.62 1.23 1.95
H -0.96 -0.08 -0.29
H 0.45 -0.85 -0.09
H 1.80 -0.58 1.36
H 1.61 0.50 2.73
N -5.34 1.04 -1.58
C -5.38 -0.15 -1.04
N -4.21 -0.60 -1.00
O -6.43 -0.71 -0.81
H -4.50 1.59 -1.54
H -6.22 1.45 -1.88
H -3.41 -0.01 -1.18
H -4.16 -1.51 -0.54
N -3.53 3.39 1.10
C -3.88 3.26 2.30
N -2.94 2.85 2.98
O -4.91 3.37 2.85
H -2.61 3.10 0.79
H -4.21 3.76 0.46
H -2.12 2.41 2.57
H -3.06 2.73 3.98
N -2.07 2.55 -3.17
C -1.71 2.39 -1.89
N -0.57 2.93 -1.60
O -2.31 1.63 -1.18
H -2.86 1.96 -3.43
H -1.71 3.23 -3.82
H -0.06 2.57 -0.80
H -0.32 3.76 -2.12
N 6.27 -3.71 2.39
C 5.67 -3.03 1.46
N 4.44 -2.74 1.82
O 6.16 -2.49 0.49
H 5.77 -4.19 3.13
H 7.12 -4.07 1.96
H 3.90 -2.28 1.10
H 4.05 -3.25 2.61
N 3.23 -1.40 -1.49
C 3.27 -0.18 -1.95
N 4.02 -0.08 -3.01
O 2.63 0.72 -1.44
H 2.71 -1.82 -0.73
H 3.85 -1.99 -2.03
H 4.69 -0.79 -3.23
H 4.21 0.77 -3.52
N 4.54 2.25 1.12
C 3.63 3.15 1.20
N 2.63 3.01 0.40
O 3.78 4.18 1.96
H 4.41 1.46 0.49
H 5.40 2.43 1.60
H 1.94 3.75 0.34
H 2.26 2.08 0.24
N -4.91 -1.77 3.42
C -4.07 -1.62 2.40
N -3.28 -0.58 2.58
O -3.94 -2.36 1.47
H -5.76 -2.32 3.34
H -4.75 -1.17 4.22
H -2.62 -0.64 1.81
H -3.39 0.02 3.38
N 1.41 -2.26 -3.77
C 0.29 -2.45 -3.06
N -0.66 -3.01 -3.77
O 0.00 -2.20 -1.90
H 2.12 -1.75 -3.27
H 1.63 -2.69 -4.65
H -0.63 -3.46 -4.67
H -1.51 -3.25 -3.28
O 1.80 -2.41 0.76
H 1.20 -2.52 0.03
H 1.47 -3.01 1.43
```

## Properties
- HOMO energy (eV) = -8.440
- multiplicity = 1
- orbital gap (eV) = 8.126
- SMILES = NC(N)=O.NC(N)=O.NC(N)=O.NC(N)=O.NC(N)=O.NC(N)=O.NC(N)=O.NC(N)=O.NC(N)=O.O
- LUMO level (eV) = -0.31